Entry from the Open Molecules 2025 dataset: an isolated molecule of C4H9N3O4 in a non-equilibrium geometry (ωB97M-V/def2-TZVPD).

Calculated values
- HOMO-LUMO gap (eV) = 10.29
- energy above the lowest of the compared OMol25 structures with the same formula, charge and spin (eV) = 0.107
- HOMO level (eV) = -9.85
- charge = 0
- SMILES string = CO[C@@](N)(NC(C)=O)[N+](=O)[O-]
- E_tot (eV) = -16950.2493

```
20
Properties=species:S:1:pos:R:3:forces:R:3:mulliken_charge:R:1
C -0.445959 0.896181 2.501074 0.4 0.4 -0.4 -0.681
O -1.009421 0.751250 1.240777 1.6 -1.3 -2.4 -0.482
C 0.227748 0.631472 0.019051 -1.1 1.0 1.9 0.384
N 1.559293 0.610295 0.371193 -1.5 2.2 1.6 -0.507
N -0.131352 -0.282439 -0.940411 -0.7 1.2 0.1 -0.190
C 0.248184 -1.626163 -1.013044 -1.9 2.0 -0.8 0.596
C -0.520329 -2.342692 -2.074051 1.0 -1.7 -0.7 -0.851
O 1.067825 -2.085213 -0.286970 1.3 -0.9 0.9 -0.614
N -0.216377 2.064446 -0.343038 1.0 -1.2 -1.2 1.117
O -0.929912 2.171940 -1.307870 -0.9 0.1 -0.5 -0.692
O 0.236451 2.948717 0.307371 0.4 0.9 0.8 -0.588
H 0.368122 0.161706 2.580292 -0.4 -0.1 0.9 0.284
H -1.282663 0.806720 3.199166 0.5 -0.3 0.3 0.243
H 0.002010 1.899917 2.583507 -0.1 0.0 0.4 0.258
H 1.929226 -0.285486 0.287392 0.8 -1.9 0.1 0.293
H 1.685944 1.041166 1.296172 0.4 -0.2 -0.7 0.318
H -0.825185 0.212894 -1.503202 -0.1 -1.0 -0.5 0.298
H -1.503213 -1.862001 -2.259091 0.7 -0.5 0.0 0.287
H -0.629442 -3.410707 -1.624287 0.1 1.7 -1.4 0.287
H 0.169049 -2.302004 -3.034031 -1.6 -0.4 1.8 0.238
```
Positions in Å, forces in eV/Å.

***

Entry from the Open Molecules 2025 dataset: an isolated molecule of C4H9N3S in a non-equilibrium geometry (ωB97M-V/def2-TZVPD).

Calculated values
- HOMO-LUMO gap (eV) = 9.04
- energy above the lowest of the compared OMol25 structures with the same formula, charge and spin (eV) = 0.394
- HOMO level (eV) = -8.22
- charge = 0
- SMILES string = CNC(=S)C/N=C\N
- E_tot (eV) = -19599.2421

```
17
Properties=species:S:1:pos:R:3:forces:R:3:mulliken_charge:R:1
C 2.334087 1.067101 -0.526945 -0.4 0.7 -0.4 -0.965
N 1.083024 0.780493 0.215393 2.1 0.0 -0.6 -0.171
C 0.720336 -0.454090 0.526615 0.3 -0.8 0.0 0.093
S 1.572402 -1.842589 0.087961 -0.5 0.9 0.3 -0.290
C -0.567637 -0.522220 1.293850 -0.4 0.5 1.2 -0.695
N -1.535764 0.427277 0.823250 0.0 0.9 0.7 -0.686
C -2.149480 0.101808 -0.225300 -0.3 -0.3 -0.6 0.129
N -1.927254 -1.007855 -0.972064 0.2 0.1 0.4 -0.314
H 2.261920 0.617761 -1.543324 0.3 0.1 0.8 0.330
H 3.319478 0.826994 -0.040425 -1.3 -0.2 -0.2 0.279
H 2.299783 2.158749 -0.649439 0.3 -0.2 -0.1 0.344
H 0.529478 1.602368 0.418411 -0.4 -0.6 0.3 0.388
H -0.985437 -1.509967 1.332866 0.1 -0.8 -0.4 0.506
H -0.443307 -0.277573 2.359216 0.7 0.0 -0.2 0.307
H -2.927161 0.766042 -0.546318 -0.5 0.2 -0.4 0.409
H -1.081216 -1.533491 -0.795883 -0.2 -0.2 -0.3 0.118
H -2.503258 -1.200813 -1.757860 -0.1 -0.2 -0.4 0.217
```
Positions in Å, forces in eV/Å.

***

Entry from the Open Molecules 2025 dataset: an isolated molecule of C4H9N3S in a non-equilibrium geometry (ωB97M-V/def2-TZVPD).

Calculated values
- HOMO-LUMO gap (eV) = 8.42
- energy above the lowest of the compared OMol25 structures with the same formula, charge and spin (eV) = 4.796
- HOMO level (eV) = -8.13
- charge = 0
- E_tot (eV) = -19594.8401

```
17
Properties=species:S:1:pos:R:3:forces:R:3:mulliken_charge:R:1
C 1.123264 0.065533 1.384692 -1.4 0.8 -1.1 -0.867
C 0.305795 0.876787 0.488637 1.1 -1.8 0.7 0.212
C 1.298884 -1.531524 -0.938923 0.9 1.0 -0.4 -0.634
C -1.695644 0.754012 -0.706324 -3.2 0.1 -0.3 -0.812
N 0.751077 -1.231464 1.326672 -1.1 -1.1 -1.3 0.216
N -0.409922 0.399431 -0.452462 1.9 -0.9 0.3 -0.136
N 0.363067 -1.729279 0.157781 1.3 -0.8 1.4 -0.534
S -2.504995 2.337860 0.005251 1.6 0.0 -0.9 -0.251
H 1.380679 0.538386 2.313667 0.4 -0.3 0.3 0.388
H 0.176874 1.842355 0.831914 -0.4 2.2 0.8 0.416
H 1.591657 -2.464789 -1.440907 -1.0 0.0 0.0 0.322
H 0.894037 -0.744887 -1.624978 0.5 -1.0 0.2 0.254
H 2.311771 -1.185571 -0.626156 -0.7 0.3 0.4 0.247
H -2.283657 -0.155118 -0.397509 -0.1 1.2 0.4 0.357
H -1.991346 0.777221 -1.742706 0.6 0.3 -0.7 0.394
H 0.341632 -1.759446 2.132406 0.7 0.9 -0.7 0.295
H -1.653173 3.210494 -0.711055 -1.0 -1.0 0.8 0.134
```
Positions in Å, forces in eV/Å.

***

Entry from the Open Molecules 2025 dataset: the ion C4H9N3S with charge +2 in a non-equilibrium geometry (ωB97M-V/def2-TZVPD).

Calculated values
- HOMO-LUMO gap (eV) = 8.54
- energy above the lowest of the compared OMol25 structures with the same formula, charge and spin (eV) = 1.656
- HOMO level (eV) = -19.10
- charge = +2
- E_tot (eV) = -19579.5317

```
17
Properties=species:S:1:pos:R:3:forces:R:3:mulliken_charge:R:1
C -1.191482 -1.153240 0.157383 -0.6 0.3 1.1 0.095
C -2.361956 1.095387 -0.134729 1.2 1.5 -0.2 -0.118
C 0.563881 0.422481 0.028320 4.1 1.1 -0.9 0.117
C 3.097979 -0.596271 -0.029348 3.4 1.4 -0.2 -0.948
N 0.130746 -0.820277 0.234116 -0.7 -0.7 -0.1 0.009
N -2.233356 -0.316068 0.002505 3.4 0.1 -0.1 -0.106
N -1.499016 1.999499 -0.082137 0.5 -0.4 0.5 -0.383
S 2.163251 0.909243 -0.158209 -1.3 -1.0 0.1 0.222
H -1.404078 -2.202039 0.428964 -0.1 0.4 -0.7 0.395
H -3.318471 1.398206 -0.358194 -2.7 -0.2 -0.2 0.442
H -0.072185 1.284273 -0.144659 -0.9 0.1 0.4 0.440
H 3.548948 -0.689560 0.939865 0.1 0.4 0.9 0.419
H 4.035880 -0.591477 -0.692867 -1.6 0.3 0.5 0.364
H 2.616259 -1.490854 -0.166588 -1.5 -2.0 -0.9 0.332
H 0.899443 -1.525708 0.350464 -1.6 0.2 0.1 0.181
H -3.126062 -0.669114 -0.210171 -1.3 -1.6 0.2 0.278
H -1.849786 2.945523 -0.164713 -0.4 0.1 -0.2 0.262
```
Positions in Å, forces in eV/Å.

***

Entry from the Open Molecules 2025 dataset: the ion C4H9N4 with charge +1 in a non-equilibrium geometry (ωB97M-V/def2-TZVPD).

Calculated values
- HOMO-LUMO gap (alpha / beta) (eV) = 6.30 / 8.43
- energy above the lowest of the compared OMol25 structures with the same formula, charge and spin (eV) = 8.082
- HOMO level (alpha / beta) (eV) = -12.58 / -12.88
- charge = +1
- E_tot (eV) = -10239.9163

```
17
Properties=species:S:1:pos:R:3:forces:R:3:mulliken_charge:R:1
C -2.945905 -0.177237 -0.180044 -1.8 -0.3 -0.4 0.076
C -2.533449 -1.414032 -0.056869 -1.8 3.0 -0.9 -0.399
C 1.622385 -1.270640 0.171374 1.8 0.0 0.3 -0.799
C 1.832845 1.250954 -0.002015 -1.0 2.1 -0.4 -0.626
N -2.296488 0.998098 -0.249352 -0.1 0.4 0.0 -0.831
N -0.994487 0.996200 -0.197760 0.1 2.3 0.5 0.476
N -0.282621 -0.064360 0.003797 1.4 1.0 -0.3 0.025
N 1.027272 0.051930 0.045884 -1.4 -0.9 0.2 0.136
H -4.043881 -0.044050 -0.328209 0.8 0.1 0.0 0.345
H -2.093809 -2.236705 0.248983 2.1 -3.6 1.2 0.458
H 2.102460 -1.462908 -0.813901 0.1 -0.3 1.0 0.333
H 2.287769 -1.427828 1.090225 -0.5 0.8 -1.5 0.284
H 0.822942 -1.935572 0.364736 -0.8 -0.8 -0.3 0.297
H 2.335564 1.331967 0.944692 -0.3 0.4 0.9 0.354
H 2.726632 1.186933 -0.650616 -1.0 -0.2 -0.6 0.319
H 1.133365 2.192655 -0.218657 2.2 -2.0 0.4 0.186
H -0.700587 2.024596 -0.172268 0.3 -2.0 -0.2 0.365
```
Positions in Å, forces in eV/Å.

***

Entry from the Open Molecules 2025 dataset: a structure of composition C4H9N4 in a non-equilibrium geometry (ωB97M-V/def2-TZVPD).

Calculated values
- HOMO-LUMO gap (alpha / beta) (eV) = 8.75 / 8.75
- energy above the lowest of the compared OMol25 structures with the same formula, charge and spin (eV) = 5.303
- HOMO level (alpha / beta) (eV) = -13.48 / -13.49
- charge = +1
- E_tot (eV) = -10242.6949

```
17
Properties=species:S:1:pos:R:3:forces:R:3:mulliken_charge:R:1
C 0.044479 -1.408570 0.361949 0.3 -1.0 0.7 -0.682
C -0.751959 -0.452420 1.288507 -0.5 0.8 -0.6 -0.430
C 0.117786 -0.575245 -0.965966 0.0 -2.4 0.5 -0.413
C -0.189026 0.910841 0.910241 0.7 2.6 1.2 -0.454
N 1.628927 2.257230 -3.378464 0.2 1.0 -0.9 -0.326
N 0.542604 1.904963 -1.018988 0.7 -0.3 -1.7 -0.824
N 1.406492 1.414253 -2.643290 -0.4 -0.4 0.7 0.348
N 0.233658 0.856223 -0.517082 -0.2 0.1 0.7 0.872
H 1.019367 -1.674121 0.816178 0.0 0.9 -0.4 0.338
H -0.302837 -2.504040 0.222158 -0.4 2.1 -0.1 0.359
H -1.836151 -0.461954 0.932867 1.2 -0.2 1.2 0.256
H -0.526232 -0.419886 2.379830 -0.9 -1.2 -0.7 0.325
H 0.861346 -1.094018 -1.606284 -0.3 1.4 0.0 0.360
H -0.891395 -0.644972 -1.388527 0.3 0.2 -0.3 0.306
H -0.829150 1.893828 1.073863 1.1 -2.3 -0.4 0.302
H 0.826882 1.171529 1.402789 -1.7 -0.7 -0.4 0.311
H 1.437100 3.282417 -3.449195 -0.1 -0.6 0.6 0.352
```
Positions in Å, forces in eV/Å.

***

Copy entry 1 word for word.
Entry from the Open Molecules 2025 dataset: an isolated molecule of C4H9N3O4 in a non-equilibrium geometry (ωB97M-V/def2-TZVPD).

Calculated values
- HOMO-LUMO gap (eV) = 10.29
- energy above the lowest of the compared OMol25 structures with the same formula, charge and spin (eV) = 0.107
- HOMO level (eV) = -9.85
- charge = 0
- SMILES string = CO[C@@](N)(NC(C)=O)[N+](=O)[O-]
- E_tot (eV) = -16950.2493

```
20
Properties=species:S:1:pos:R:3:forces:R:3:mulliken_charge:R:1
C -0.445959 0.896181 2.501074 0.4 0.4 -0.4 -0.681
O -1.009421 0.751250 1.240777 1.6 -1.3 -2.4 -0.482
C 0.227748 0.631472 0.019051 -1.1 1.0 1.9 0.384
N 1.559293 0.610295 0.371193 -1.5 2.2 1.6 -0.507
N -0.131352 -0.282439 -0.940411 -0.7 1.2 0.1 -0.190
C 0.248184 -1.626163 -1.013044 -1.9 2.0 -0.8 0.596
C -0.520329 -2.342692 -2.074051 1.0 -1.7 -0.7 -0.851
O 1.067825 -2.085213 -0.286970 1.3 -0.9 0.9 -0.614
N -0.216377 2.064446 -0.343038 1.0 -1.2 -1.2 1.117
O -0.929912 2.171940 -1.307870 -0.9 0.1 -0.5 -0.692
O 0.236451 2.948717 0.307371 0.4 0.9 0.8 -0.588
H 0.368122 0.161706 2.580292 -0.4 -0.1 0.9 0.284
H -1.282663 0.806720 3.199166 0.5 -0.3 0.3 0.243
H 0.002010 1.899917 2.583507 -0.1 0.0 0.4 0.258
H 1.929226 -0.285486 0.287392 0.8 -1.9 0.1 0.293
H 1.685944 1.041166 1.296172 0.4 -0.2 -0.7 0.318
H -0.825185 0.212894 -1.503202 -0.1 -1.0 -0.5 0.298
H -1.503213 -1.862001 -2.259091 0.7 -0.5 0.0 0.287
H -0.629442 -3.410707 -1.624287 0.1 1.7 -1.4 0.287
H 0.169049 -2.302004 -3.034031 -1.6 -0.4 1.8 0.238
```
Positions in Å, forces in eV/Å.

***

> Among the records above, which one has the lowest energy above the lowest of the compared OMol25 structures with the same formula, charge and spin?

C4H9N3O4

***

> charge of number 4 (C4H9N3S)?

+2

***

> Look up the E_tot of the fourth one.

-19579.5317 eV